Formula: CH4P2S
Source: the Open Molecules 2025 dataset
Level of theory: the ωB97M-V functional and the def2-TZVPD basis

- Electronic energy: -30511.0902 eV
- Lowest unoccupied orbital energy (alpha / beta): -0.37 / -0.92 eV
- HOMO level (alpha / beta): -7.8 / -9.2 eV
- Charge: 0
- Spin multiplicity: 1

Geometry (Å):
C: -0.309 -0.498 0.813
P: -0.472 1.256 -1.652
P: 0.861 0.554 -0.142
S: 0.171 2.571 -0.217
H: -0.657 -0.061 1.649
H: 0.269 -1.446 1.075
H: -1.149 -0.683 0.285
H: 1.814 0.060 -3.382

***

Formula: C3H10NO
Source: the Open Molecules 2025 dataset
Level of theory: the ωB97M-V functional and the def2-TZVPD basis

- Electronic energy: -6786.5175 eV
- Lowest unoccupied orbital energy (alpha / beta): -7.90 / -15.39 eV
- HOMO level (alpha / beta): -19.8 / -18.9 eV
- Charge: +2
- Spin multiplicity: 2
- <S²>: 0.754

Geometry (Å):
C: 0.586 1.807 -2.237
O: 0.061 0.890 -1.173
H: 1.611 1.600 -2.265
H: 0.596 2.752 -1.609
H: 0.179 1.605 -3.169
H: -0.486 0.461 -1.746
C: -0.842 -1.330 1.657
C: -0.067 -2.385 1.309
N: -0.149 0.075 1.347
H: -1.750 -1.154 2.192
H: -0.518 -3.366 1.255
H: 0.851 -2.246 0.676
H: -0.704 0.742 1.828
H: -0.211 0.219 0.319
H: 0.842 0.330 1.618

***

| no. | M (g/mol) |
| --- | --- |
| 1 | 110.06 |
| 2 | 76.12 |